# C14H19N3O4

The molecule C14H19N3O4 in a non-equilibrium geometry (ωB97M-V/def2-TZVPD, the Open Molecules 2025 dataset).

The gap between HOMO and LUMO comes out at 9.17 eV. The total charge is 0. The calculation puts the largest force on an atom at 7.41 eV/A. The SMILES is NC(=O)CC[C@H](NC(=O)[C@@H](N)Cc1ccccc1)C(=O)O.

Structure (XYZ):
```
40
Properties=species:S:1:pos:R:3:nbo_charge:R:1
N 5.86 1.90 -0.73 -0.836
C 4.79 1.82 0.12 0.634
O 4.83 2.56 1.17 -0.610
C 3.95 0.66 -0.33 -0.541
C 3.23 -0.37 0.63 -0.395
C 1.83 -0.81 0.07 -0.178
N 1.36 -1.45 1.19 -0.644
C -0.04 -1.27 1.60 0.676
O -0.43 -2.08 2.42 -0.576
C -1.16 -0.91 0.42 -0.108
N -1.38 -2.03 -0.48 -0.901
C -2.37 -0.52 1.29 -0.478
C -3.33 0.22 0.51 -0.047
C -4.38 -0.35 -0.39 -0.263
C -5.24 0.46 -1.24 -0.192
C -5.14 1.99 -0.88 -0.254
C -4.22 2.50 -0.06 -0.198
C -3.10 1.64 0.53 -0.209
C 2.16 -1.72 -1.12 0.764
O 3.29 -2.07 -1.41 -0.586
O 1.16 -2.41 -1.68 -0.716
H 5.48 1.71 -1.81 0.383
H 6.64 2.88 -0.86 0.417
H 3.11 1.13 -1.12 0.231
H 4.85 -0.02 -0.69 0.285
H 3.82 -1.36 0.78 0.234
H 3.11 0.17 1.73 0.229
H 1.41 0.33 -0.18 0.234
H 2.10 -1.82 1.88 0.430
H -0.94 0.08 -0.35 0.225
H -2.25 -1.68 -0.97 0.405
H -1.41 -3.16 0.03 0.426
H -2.94 -1.32 1.94 0.263
H -1.94 0.21 2.15 0.235
H -4.51 -1.40 -0.32 0.210
H -5.85 -0.03 -2.23 0.253
H -5.74 2.75 -1.37 0.220
H -4.46 3.74 0.26 0.229
H -2.27 2.24 0.91 0.226
H 0.12 -2.20 -1.40 0.523
```

# C5H5N

A cluster of 3 separate species, C5H5N in total in a non-equilibrium geometry (ωB97M-V/def2-TZVPD, the Open Molecules 2025 dataset).

The gap between HOMO and LUMO comes out at 10.15 eV. The total charge is 0. The calculation puts the largest force on an atom at 1.13 eV/A.

Structure (XYZ):
```
11
Properties=species:S:1:pos:R:3:nbo_charge:R:1
C 0.95 1.70 0.47 -0.439
C 0.33 1.41 -0.73 -0.004
C -0.27 0.42 -1.16 0.022
C -0.63 -0.82 -0.67 -0.403
C 0.05 -2.01 -1.11 0.255
N 0.60 -2.98 -1.45 -0.290
H 2.04 1.68 0.53 0.237
H 0.57 0.30 1.06 0.044
H 0.47 2.37 1.18 0.234
H 0.10 -0.45 0.76 0.079
H -1.66 -0.99 -0.34 0.265
```

# C24H34N2O6

The molecule C24H34N2O6 (ωB97M-V/def2-TZVPD, the Open Molecules 2025 dataset).

The gap between HOMO and LUMO comes out at 8.55 eV. The total charge is 0. The calculation puts the largest force on an atom at 0.66 eV/A. The SMILES is COc1ccc(OC[C@@H](O)CN2CCN(C[C@H](O)COc3ccc(OC)cc3)CC2)cc1.

Structure (XYZ):
```
66
Properties=species:S:1:pos:R:3:nbo_charge:R:1
C -10.30 -1.67 -0.23 -0.251
O -9.66 -0.50 -0.67 -0.495
C -8.34 -0.34 -0.38 0.268
C -7.75 0.84 -0.84 -0.222
C -6.43 1.11 -0.60 -0.261
C -5.63 0.19 0.10 0.355
O -4.33 0.55 0.28 -0.522
C -3.48 -0.32 0.99 -0.072
C -2.11 0.34 1.09 0.082
O -1.29 -0.46 1.91 -0.728
C -1.46 0.50 -0.29 -0.242
N -0.07 0.90 -0.12 -0.472
C 0.78 0.50 -1.24 -0.207
C 2.23 0.80 -0.90 -0.234
N 2.37 2.23 -0.67 -0.445
C 3.74 2.71 -0.62 -0.243
C 4.58 2.27 0.60 0.040
O 4.65 3.27 1.60 -0.720
C 6.03 1.98 0.17 -0.074
O 6.11 1.02 -0.85 -0.518
C 5.77 -0.28 -0.57 0.346
C 5.65 -0.83 0.70 -0.298
C 5.31 -2.17 0.86 -0.290
C 5.09 -2.98 -0.24 0.273
O 4.75 -4.30 -0.20 -0.494
C 4.64 -4.92 1.06 -0.251
C 5.22 -2.43 -1.52 -0.224
C 5.55 -1.10 -1.68 -0.266
C 1.54 2.64 0.43 -0.233
C 0.08 2.32 0.10 -0.227
C -6.21 -0.99 0.55 -0.311
C -7.55 -1.25 0.31 -0.278
H -10.28 -1.76 0.86 0.174
H -11.34 -1.59 -0.57 0.199
H -9.86 -2.57 -0.68 0.174
H -8.37 1.55 -1.38 0.223
H -5.97 2.02 -0.95 0.222
H -3.39 -1.29 0.47 0.173
H -3.86 -0.50 2.01 0.185
H -2.25 1.33 1.55 0.155
H -0.38 -0.27 1.63 0.490
H -1.48 -0.47 -0.79 0.201
H -2.04 1.21 -0.89 0.194
H 0.66 -0.58 -1.40 0.204
H 0.50 1.03 -2.16 0.172
H 2.87 0.52 -1.74 0.212
H 2.53 0.20 -0.02 0.170
H 3.71 3.80 -0.65 0.206
H 4.23 2.35 -1.53 0.217
H 4.15 1.35 1.02 0.167
H 3.76 3.51 1.86 0.473
H 6.62 1.71 1.05 0.182
H 6.46 2.89 -0.26 0.201
H 5.82 -0.24 1.58 0.219
H 5.23 -2.56 1.86 0.220
H 3.84 -4.46 1.66 0.174
H 4.38 -5.95 0.86 0.200
H 5.58 -4.88 1.62 0.175
H 5.06 -3.06 -2.37 0.225
H 5.66 -0.67 -2.66 0.225
H 1.65 3.72 0.58 0.202
H 1.80 2.12 1.37 0.162
H -0.56 2.62 0.93 0.205
H -0.21 2.90 -0.79 0.177
H -5.63 -1.72 1.09 0.221
H -7.96 -2.18 0.68 0.217
```

# C5H6O

The molecule C5H6O (ωB97M-V/def2-TZVPD, the Open Molecules 2025 dataset).

The gap between HOMO and LUMO comes out at 10.62 eV. The total charge is 0. The calculation puts the largest force on an atom at 0.78 eV/A. The SMILES is CCC#CC=O.

Structure (XYZ):
```
12
Properties=species:S:1:pos:R:3:nbo_charge:R:1
C -1.72 0.31 -0.32 -0.591
C -0.83 -0.92 -0.11 -0.500
C 0.55 -0.60 -0.39 0.151
C 1.66 -0.12 -0.45 -0.195
C 2.53 0.63 0.44 0.377
O 2.17 1.67 0.94 -0.508
H -1.51 1.07 0.44 0.221
H -1.53 0.77 -1.30 0.217
H -2.77 0.04 -0.26 0.212
H -1.16 -1.78 -0.69 0.238
H -0.85 -1.22 0.95 0.245
H 3.47 0.14 0.72 0.131
```